The following is a DFT calculation (ωB97M-V/def2-TZVPD) of a cluster of 2 separate species, C5H16NO in total.

Atoms and positions in Å:
C1 -0.424756 -1.150767 0.077006
C2 -0.148302 0.344807 0.092397
C3 -1.469649 1.096492 -0.269894
C4 0.425520 0.699521 1.473209
C5 0.731515 2.186389 1.670276
N1 -1.014292 -1.664211 -1.253450
H1 -1.075047 -1.474396 0.890465
H2 0.492673 -1.730152 0.136890
H3 0.619783 0.477153 -0.679404
H4 -1.429762 1.980208 0.358163
H5 -1.590652 1.524464 -1.265523
H6 -2.350039 0.510081 -0.014999
H7 -0.276651 0.331956 2.225120
H8 1.313698 0.064995 1.567917
H9 1.368489 2.375639 2.527536
H10 1.198991 2.590760 0.778292
H11 -0.185889 2.770338 1.756004
H12 -1.774875 -2.270439 -0.933621
H13 -1.219162 -0.875757 -1.869194
H14 -0.308893 -2.195001 -1.760564
H15 2.204418 -2.234274 -2.484189
H16 2.906988 -1.511135 -1.427831
O1 2.005895 -1.846672 -1.594607

Atoms 1-6, force components in eV/Å:
C 0.986 -0.540 0.019
C -0.844 -0.454 -1.001
C 0.871 0.515 0.662
C -0.039 -0.327 -0.299
C -0.371 -0.211 -0.518
N 0.569 0.319 1.052

Relative energy (zero: lowest compared OMol25 entry of this formula, charge and spin)   19.5 kcal/mol
Total charge   +1
DFT total energy   -329.8498 a.u.
HOMO-LUMO gap   0.425 Ha
E_HOMO   -0.5480 hartree

Löwdin population analysis, charges in e, atoms 1 to 6: C -0.1493; C -0.3705; C -0.0386; C -0.2192; C -0.0804; N 0.2127

***

The following is a DFT calculation (ωB97M-V/def2-TZVPD) of a cluster of 3 separate species, C5H16NO2 in total.

Atoms and positions in Å:
C1 -1.732270 -2.404502 0.246677
C2 -1.574103 -1.464907 1.320399
C3 -1.868212 0.106200 1.091458
C4 -1.204743 0.637770 -0.176653
C5 -0.568748 1.854279 -0.239413
N1 0.082300 2.181165 -1.576321
H1 -1.421900 -1.966361 -0.682730
H2 -1.193754 -3.382833 0.245425
H3 -2.833065 -2.700988 0.141549
H4 -1.963930 -1.811936 2.319389
H5 -0.469408 -1.426489 1.595762
H6 -2.950029 0.371758 1.122172
H7 -1.388294 0.564474 1.992359
H8 -1.319072 -0.102472 -0.986940
H9 -0.364982 2.528781 0.615893
H10 -0.626359 2.902662 -1.936814
H11 1.137045 2.365397 -1.378058
H12 0.099943 1.357510 -2.216579
H13 2.869085 0.700847 -0.472791
H14 3.239718 0.844645 -1.860596
O1 2.453332 0.859866 -1.268678
H15 3.587970 -1.583530 0.413885
H16 2.417930 -2.223554 1.158280
O2 2.833100 -1.369753 0.957332

Atoms 1-6, force components in eV/Å:
C -2.421 -2.601 -2.190
C 2.564 2.382 3.568
C 0.435 -0.735 0.792
C 0.341 1.148 1.272
C -0.646 -3.114 -0.811
N -0.206 0.265 1.841

⟨S²⟩   0.751
Relative energy (zero: lowest compared OMol25 entry of this formula, charge and spin)   68.9 kcal/mol
Spin multiplicity   2
DFT total energy   -405.1440 a.u.
HOMO-LUMO gap (alpha / beta)   0.130 / 0.377 Ha
E_HOMO (alpha / beta)   -0.1118 / -0.3646 hartree

Löwdin population analysis, charges in e, atoms 1 to 6: C -0.1671; C -0.2937; C -0.1835; C -0.1321; C -0.1898; N 0.0031

***

The following is a DFT calculation (ωB97M-V/def2-TZVPD) of a cluster of 3 separate species, C5H16NO2 in total.

Atoms and positions in Å:
C1 -0.491946 0.667214 1.254963
C2 0.805757 -0.144255 1.247744
C3 1.478511 -0.013922 -0.089377
C4 1.360351 -0.971380 -1.009613
C5 2.313045 1.212222 -0.379669
N1 -1.537096 0.030387 0.402742
H1 -0.868825 0.845403 2.258604
H2 -0.323927 1.651913 0.824344
H3 0.609765 -1.178661 1.527084
H4 1.411049 0.300081 2.037689
H5 0.859198 -1.918964 -0.827834
H6 1.954715 -0.945261 -1.903178
H7 3.316879 1.045160 0.001498
H8 2.425368 1.325708 -1.460598
H9 1.854765 2.125864 -0.039613
H10 -1.294726 0.008368 -0.589788
H11 -1.611752 -0.973139 0.709231
H12 -2.369062 0.616436 0.473439
H13 -1.471565 2.508972 -2.339861
H14 -1.158132 1.092596 -2.750828
O1 -1.567445 1.597348 -2.034919
H15 -1.758703 -3.507279 0.322291
H16 -2.197100 -2.724845 1.605180
O2 -1.739125 -2.649962 0.760459

Atoms 1-6, force components in eV/Å:
C 0.714 0.546 -0.369
C -0.396 0.714 0.119
C 0.073 -0.387 -0.525
C 0.226 -0.394 0.502
C -0.166 -0.733 -0.712
N 0.211 -0.254 0.740

Relative energy (zero: lowest compared OMol25 entry of this formula, charge and spin)   11.2 kcal/mol
Total charge   +1
DFT total energy   -405.1023 a.u.
HOMO-LUMO gap   0.371 Ha
E_HOMO   -0.4783 hartree

Löwdin population analysis, charges in e, atoms 1 to 6: C -0.1458; C -0.1430; C -0.3686; C 0.0503; C -0.0411; N 0.1729

***

> What is the formula in the first record?

C5H16NO

***

Please write out number 3 again, unchanged.
The following is a DFT calculation (ωB97M-V/def2-TZVPD) of a cluster of 3 separate species, C5H16NO2 in total.

Atoms and positions in Å:
C1 -0.491946 0.667214 1.254963
C2 0.805757 -0.144255 1.247744
C3 1.478511 -0.013922 -0.089377
C4 1.360351 -0.971380 -1.009613
C5 2.313045 1.212222 -0.379669
N1 -1.537096 0.030387 0.402742
H1 -0.868825 0.845403 2.258604
H2 -0.323927 1.651913 0.824344
H3 0.609765 -1.178661 1.527084
H4 1.411049 0.300081 2.037689
H5 0.859198 -1.918964 -0.827834
H6 1.954715 -0.945261 -1.903178
H7 3.316879 1.045160 0.001498
H8 2.425368 1.325708 -1.460598
H9 1.854765 2.125864 -0.039613
H10 -1.294726 0.008368 -0.589788
H11 -1.611752 -0.973139 0.709231
H12 -2.369062 0.616436 0.473439
H13 -1.471565 2.508972 -2.339861
H14 -1.158132 1.092596 -2.750828
O1 -1.567445 1.597348 -2.034919
H15 -1.758703 -3.507279 0.322291
H16 -2.197100 -2.724845 1.605180
O2 -1.739125 -2.649962 0.760459

Atoms 1-6, force components in eV/Å:
C 0.714 0.546 -0.369
C -0.396 0.714 0.119
C 0.073 -0.387 -0.525
C 0.226 -0.394 0.502
C -0.166 -0.733 -0.712
N 0.211 -0.254 0.740

Relative energy (zero: lowest compared OMol25 entry of this formula, charge and spin)   11.2 kcal/mol
Total charge   +1
DFT total energy   -405.1023 a.u.
HOMO-LUMO gap   0.371 Ha
E_HOMO   -0.4783 hartree

Löwdin population analysis, charges in e, atoms 1 to 6: C -0.1458; C -0.1430; C -0.3686; C 0.0503; C -0.0411; N 0.1729